*P*
A 2-piece molecular cluster, C11H18O overall, computed with ωB97M-V with the def2-TZVPD basis set.

Structure (ORCA input):
```
! RIJCOSX wB97M-V def2-TZVPD def2/J DEFGRID3
* xyz 0 1
C -1.60099 -3.30527 0.74245
C -0.38841 -2.45984 0.26166
C -0.27857 -1.17047 1.04486
C 0.06938 -1.20068 2.37949
C 0.01106 -0.00632 3.13074
C -0.09517 1.20659 2.48559
O -0.08313 2.38902 3.15725
C -0.57007 1.23106 1.15900
C -0.83060 0.02657 0.54171
H -1.34271 -4.34756 0.59673
H -2.43287 -3.11594 0.04473
H -2.07061 -2.98987 1.67447
H 0.52792 -3.05101 0.33235
H -0.50344 -2.21645 -0.78515
H 0.32751 -2.08988 2.94290
H -0.14426 -0.11780 4.20214
H 0.33881 2.30666 4.01424
H -0.91289 2.12948 0.66259
H -1.44578 0.01013 -0.35013
C 0.75570 2.61143 -3.20977
C 0.54380 1.37772 -2.25896
C 1.66031 0.34088 -2.31648
H 0.33692 2.67992 -4.21203
H 0.42281 3.46301 -2.60392
H 1.81568 2.80123 -3.31738
H -0.50865 1.10483 -2.40081
H 0.59292 1.85765 -1.28015
H 1.44762 -0.39051 -1.53939
H 2.44348 0.91275 -1.77983
H 1.91423 0.01264 -3.31887
*
```

Orbital gap: 9.20 eV
HOMO energy: -8.3 eV
Structure (SMILES): CCc1ccc(O)cc1.CCC

***

*Q*
A 2-piece molecular cluster, C11H18O overall, computed with ωB97M-V with the def2-TZVPD basis set.

Structure (ORCA input):
```
! RIJCOSX wB97M-V def2-TZVPD def2/J DEFGRID3
* xyz 0 1
C 2.19680 -1.23664 -1.07076
C 0.78649 -0.83954 -0.62235
C 0.77783 0.39670 0.24394
C 0.96715 1.65620 -0.32084
C 1.01635 2.79134 0.46694
C 0.85690 2.68674 1.84726
O 0.90205 3.78040 2.66123
C 0.65442 1.44603 2.42462
C 0.62053 0.31428 1.62057
H 2.61181 -0.47320 -1.73374
H 2.16218 -2.15261 -1.66006
H 2.85405 -1.35729 -0.21119
H 0.16356 -0.65622 -1.49973
H 0.35409 -1.66606 -0.05717
H 1.08591 1.73382 -1.39641
H 1.15242 3.77678 0.03528
H 0.96027 4.58449 2.14235
H 0.52745 1.37806 3.49695
H 0.45649 -0.64873 2.09020
C -2.75975 -1.72548 -1.99279
C -1.97094 -3.04914 -2.07019
C -2.87718 -4.22575 -1.65887
H -2.08593 -0.87354 -1.92082
H -3.39177 -1.60483 -2.87205
H -3.39412 -1.74385 -1.10613
H -1.10603 -3.00470 -1.41007
H -1.62170 -3.21132 -3.09129
H -2.31411 -5.13829 -1.47646
H -3.62416 -4.40812 -2.43107
H -3.39639 -3.95961 -0.73653
*
```

Orbital gap: 9.25 eV
HOMO energy: -8.4 eV
Structure (SMILES): CCc1ccc(O)cc1.CCC

***

Stability verdict: *Q*, ahead by 0.0524 hartree

***

*P*
A 2-piece molecular cluster, C6H17N4O overall, computed with ωB97M-V with the def2-TZVPD basis set.

Structure (ORCA input):
```
! RIJCOSX wB97M-V def2-TZVPD def2/J DEFGRID3
* xyz 1 1
C 0.15738 2.94682 -0.56622
C 0.63381 2.19562 0.67579
C 0.00747 1.91412 -1.67221
O -1.04655 1.36949 -1.95796
N 1.18661 1.33948 -2.07743
H -0.76039 3.47843 -0.32972
H 0.85654 3.70026 -0.94344
H 1.41077 1.47782 0.41536
H -0.20211 1.56340 0.96781
H 1.14237 0.51134 -2.64631
H 2.01723 1.88956 -2.22392
H 0.97942 2.87607 1.44784
C 0.47605 -1.61700 1.41671
C 0.11921 -0.65741 2.55015
C -0.90212 -2.11504 -0.48003
N -0.82913 -2.18388 0.86045
N 0.10519 -2.50490 -1.24110
N -2.03392 -1.62735 -1.00460
H 0.92795 -1.06901 0.59910
H 1.03069 -2.46665 1.79883
H 0.51639 0.34047 2.36054
H 0.62255 -0.87972 3.48821
H -1.63418 -2.06355 1.45008
H 0.77299 -3.13828 -0.82953
H -0.04473 -2.52603 -2.23742
H -2.56214 -0.99317 -0.42603
H -1.99669 -1.30881 -1.96487
H -0.95067 -0.45209 2.56988
*
```

Orbital gap: 10.15 eV
HOMO energy: -12.9 eV

***

*Q*
A 2-piece molecular cluster, C6H17N4O overall, computed with ωB97M-V with the def2-TZVPD basis set.

Structure (ORCA input):
```
! RIJCOSX wB97M-V def2-TZVPD def2/J DEFGRID3
* xyz 1 1
C 1.14169 1.46568 -0.67524
C 1.63873 2.53148 -1.66959
C 1.16716 0.07728 -1.29022
O 0.27000 -0.26692 -2.04060
N 2.23366 -0.71928 -0.95718
H 1.68611 1.37080 0.33636
H 0.07964 1.79795 -0.37423
H 2.69014 2.75932 -1.38420
H 1.15186 3.52450 -1.68715
H 2.52000 -1.55784 -1.40264
H 3.01912 -0.34556 -0.43036
H 1.79974 1.99716 -2.69786
C -2.10533 -0.57344 0.11290
C -2.64804 -1.66304 -0.86837
C -0.37339 -0.61929 1.89705
N -0.92790 -1.24233 0.74493
N -1.19212 0.17507 2.73013
N 0.89968 -0.75269 2.36562
H -1.68551 0.24074 -0.66947
H -2.79679 -0.00106 0.77269
H -3.05017 -2.48149 -0.37712
H -1.85999 -1.92528 -1.50030
H -0.33237 -1.69499 0.10325
H -2.17183 0.00850 2.65451
H -0.63029 0.80368 3.32393
H 1.44398 -1.29263 1.65933
H 1.50260 -0.22802 2.85946
H -3.47036 -1.38830 -1.53564
*
```

Orbital gap: 10.14 eV
HOMO energy: -13.2 eV

***

Stability verdict: *P*, ahead by 0.0546 hartree